33
Properties=species:S:1:pos:R:3 method="wB97M-V/def2-TZVPD" homo_energy_ev=-6.62 charge=0 e_tot_ha=-1512.987810 gap_ha=0.157
C 3.478 1.387 1.839
C 3.658 -0.050 1.131
C 3.238 -0.041 -0.446
F 4.028 -0.947 -1.211
N 1.770 -0.308 -0.490
C 1.024 -1.542 -0.765
I 1.844 -3.486 -1.234
C -0.482 -1.237 -0.649
O -1.639 -2.042 -0.830
N -1.502 -3.295 -0.268
O -1.368 -3.209 0.910
N -0.513 0.165 -0.278
C -1.675 1.058 0.025
C -1.698 1.232 1.643
O -1.598 2.333 2.222
O -1.819 -0.006 2.369
C 0.806 0.720 -0.207
O 0.937 2.088 0.107
H 4.099 1.427 2.794
H 3.663 2.252 1.115
H 2.372 1.441 2.181
H 2.977 -0.797 1.671
H 4.731 -0.411 1.279
H 3.409 1.041 -0.792
H -1.537 2.046 -0.525
H -2.637 0.557 -0.348
H -2.212 -0.685 1.757
H 1.323 2.551 -0.675
C -5.282 -0.293 -2.612
O -5.196 -1.337 -3.311
O -4.228 -0.193 -1.745
O -6.130 0.612 -2.589
H -3.842 -1.032 -2.068